#a
Here is a molecular structure, BrIO2S2 from the OMol25 dataset. Energies are from the ωB97M-V functional and the def2-TZVPD basis.

```
6
Properties=species:S:1:pos:R:3
O 0.972 -0.653 0.152
O -0.186 1.165 1.603
S -0.157 -0.255 1.393
S 0.743 -0.690 -1.468
Br 0.739 1.505 -1.786
I -2.110 -1.072 0.107
```

Calculated values
Gap between HOMO and LUMO   8.0 eV
Multiplicity   1
Net charge   0

#b
Here is a molecular structure, BrIO2S2 from the OMol25 dataset. Energies are from the ωB97M-V functional and the def2-TZVPD basis.

```
6
Properties=species:S:1:pos:R:3
O 1.691 0.019 -1.812
O 0.086 1.146 0.804
S -1.149 0.417 1.368
S 1.634 -0.116 -0.348
Br 0.741 -2.129 0.188
I -3.002 0.664 -0.200
```

Calculated values
Gap between HOMO and LUMO (alpha / beta)   6.8 / 7.7 eV
Multiplicity   1
Net charge   0

Most stable to least stable: #a, #b

#a
Here is a single C21H26N2O5S molecule from the OMol25 dataset. Energies are from the ωB97M-V functional and the def2-TZVPD basis.

```
55
Properties=species:S:1:pos:R:3
C -6.446 -3.836 0.207
H -5.896 -3.992 1.141
O -5.760 -2.963 -0.657
C -5.536 -1.684 -0.246
C -4.871 -0.858 -1.151
C -4.592 0.459 -0.844
C -4.984 0.979 0.384
C -5.640 0.158 1.292
C -5.916 -1.161 0.987
H -6.430 -1.766 1.716
H -5.936 0.572 2.244
O -4.751 2.273 0.798
C -4.309 3.203 -0.161
C -2.832 3.057 -0.551
O -2.404 3.498 -1.592
N -2.114 2.419 0.408
C -0.755 2.113 0.437
C 0.129 2.546 -0.551
C 1.470 2.223 -0.455
C 1.929 1.476 0.613
C 1.060 1.039 1.595
C -0.281 1.357 1.510
H -0.969 1.024 2.275
H 1.455 0.468 2.420
S 3.662 1.033 0.691
O 3.913 0.475 1.990
O 4.451 2.149 0.256
N 3.728 -0.131 -0.487
C 3.340 -1.470 -0.127
H 2.378 -1.394 0.391
C 4.338 -2.233 0.763
H 4.065 -2.087 1.809
C 5.790 -1.779 0.605
H 5.903 -0.813 1.099
C 6.271 -1.660 -0.844
C 6.042 -0.263 -1.419
H 6.456 0.479 -0.733
C 4.566 0.067 -1.644
H 4.476 1.120 -1.916
H 4.159 -0.544 -2.457
H 6.560 -0.167 -2.376
H 7.344 -1.864 -0.876
H 5.777 -2.407 -1.468
H 6.416 -2.496 1.140
H 4.254 -3.298 0.533
H 3.174 -2.016 -1.060
H 2.175 2.560 -1.198
H -0.241 3.131 -1.376
H -2.650 2.102 1.209
H -4.432 4.186 0.306
H -4.921 3.176 -1.070
H -4.068 1.063 -1.568
H -4.576 -1.272 -2.101
H -7.452 -3.469 0.434
H -6.520 -4.781 -0.328
```

Calculated values
Gap between HOMO and LUMO   8.9 eV
Multiplicity   1
SMILES   COc1ccc(OCC(=O)Nc2ccc(S(=O)(=O)N3CCCCCC3)cc2)cc1
Net charge   0

#b
Here is a single C21H26N2O5S molecule from the OMol25 dataset. Energies are from the ωB97M-V functional and the def2-TZVPD basis.

```
55
Properties=species:S:1:pos:R:3
C 4.748 -3.021 -4.765
H 5.032 -3.596 -3.887
H 5.297 -3.403 -5.622
H 5.037 -1.986 -4.606
C 3.242 -3.136 -5.013
C 2.469 -2.694 -3.795
C 1.657 -3.593 -3.112
C 0.948 -3.200 -1.991
C 1.052 -1.898 -1.547
C 1.852 -0.985 -2.207
C 2.559 -1.386 -3.326
H 3.187 -0.672 -3.836
H 1.923 0.021 -1.828
S 0.090 -1.368 -0.141
O 0.797 -0.280 0.495
O -0.244 -2.507 0.660
N -1.281 -0.806 -0.924
C -2.502 -1.510 -0.607
C -3.071 -1.050 0.744
N -2.673 0.323 1.009
C -3.447 0.900 2.090
C -3.072 2.333 2.467
O -3.954 3.165 2.556
C -1.669 2.645 2.773
C -1.387 3.883 3.357
C -0.092 4.238 3.673
C 0.955 3.373 3.384
C 0.683 2.135 2.772
C -0.617 1.768 2.495
H -0.806 0.814 2.031
O 1.761 1.351 2.483
H 1.482 0.636 1.881
O 2.231 3.712 3.671
H 2.795 2.979 3.381
H 0.133 5.185 4.136
H -2.207 4.553 3.563
H -4.529 0.904 1.864
H -3.288 0.279 2.979
C -2.649 1.114 -0.204
C -1.457 0.629 -1.045
H -1.601 0.883 -2.101
H -0.538 1.093 -0.688
H -2.509 2.164 0.056
H -3.589 1.025 -0.776
H -2.665 -1.674 1.545
H -4.170 -1.163 0.732
H -3.211 -1.324 -1.419
H -2.273 -2.574 -0.575
H 0.326 -3.891 -1.443
H 1.582 -4.613 -3.461
C 2.830 -2.326 -6.244
H 1.757 -2.403 -6.407
H 3.084 -1.277 -6.123
H 3.342 -2.703 -7.126
H 3.007 -4.188 -5.202
```

Calculated values
Gap between HOMO and LUMO   8.6 eV
Multiplicity   1
SMILES   CC(C)c1ccc(S(=O)(=O)N2CCN(CC(=O)c3ccc(O)c(O)c3)CC2)cc1
Net charge   0

Most stable to least stable: #b, #a

#a
Here is a gas-phase ion, C11H21N2O (charge +1) from the OMol25 dataset. Energies are from the ωB97M-V functional and the def2-TZVPD basis.

```
35
Properties=species:S:1:pos:R:3
C 0.783 -2.311 -1.633
C -1.757 -2.240 1.197
C -0.632 -1.192 0.784
C 0.438 3.228 -1.484
C 0.433 1.985 1.698
C -1.494 -3.441 2.275
C 1.702 -1.203 -1.527
C -0.257 2.020 -0.967
C 1.258 1.171 0.663
C 1.160 0.223 -1.686
C -0.724 -0.086 0.020
N 0.071 -3.179 -1.642
N 0.353 0.714 -0.473
O -2.008 0.265 -0.480
H -2.602 -1.535 1.461
H -1.838 -2.834 0.182
H 0.301 -1.640 0.944
H 0.757 3.193 -2.594
H -0.222 4.105 -1.505
H 1.384 3.467 -0.979
H 0.956 1.847 2.700
H 0.317 2.996 1.288
H -0.492 1.386 1.773
H -0.484 -3.783 1.997
H -1.414 -3.028 3.354
H -2.217 -4.145 2.204
H 2.577 -1.394 -2.172
H 2.094 -1.327 -0.558
H -0.986 1.578 -1.764
H -0.902 2.325 -0.185
H 1.668 0.316 1.262
H 2.013 1.829 0.335
H 1.941 0.874 -1.850
H 0.394 0.224 -2.552
H -2.571 -0.409 -0.084
```

Calculated values
Gap between HOMO and LUMO   10.5 eV
Multiplicity   1
SMILES   CC/C=C(\O)[N+](CC)(CC)CCC#N
Net charge   +1

#b
Here is a gas-phase ion, C11H21N2O (charge +1) from the OMol25 dataset. Energies are from the ωB97M-V functional and the def2-TZVPD basis.

```
35
Properties=species:S:1:pos:R:3
C 0.448 1.195 -0.865
C 1.295 2.031 -0.093
C -0.258 -0.070 -0.635
C 1.435 3.979 -1.957
C 1.073 -1.880 -1.738
C -2.481 -0.769 2.112
C -0.074 -1.636 2.293
C -1.541 -2.685 0.661
C 1.866 3.406 -0.610
C -0.098 -0.923 -1.843
C -1.293 -1.330 1.364
N 1.828 1.452 0.963
N -0.874 -0.351 0.424
O 2.675 2.191 1.659
H 0.185 1.638 -1.964
H 1.827 3.441 -2.827
H 2.020 4.840 -2.029
H 0.389 4.304 -1.964
H 0.946 -2.827 -1.314
H 1.755 -1.251 -1.130
H 1.597 -2.015 -2.715
H -2.169 0.258 2.539
H -3.395 -0.893 1.557
H -2.634 -1.360 3.048
H -0.341 -2.508 2.874
H 0.866 -1.925 1.706
H 0.184 -0.671 2.841
H -0.601 -3.109 0.161
H -1.850 -3.530 1.405
H -2.348 -2.622 -0.075
H 1.350 4.011 0.234
H 2.959 3.585 -0.338
H -1.062 -1.387 -1.838
H 0.024 -0.395 -2.753
H 2.926 1.627 2.422
```

Calculated values
Gap between HOMO and LUMO (alpha / beta)   5.5 / 6.2 eV
Multiplicity   1
Net charge   +1

Most stable to least stable: #a, #b

#a
Here is 3 unconnected molecules or ions with the total composition C4H17N2O2 from the OMol25 dataset. Energies are from the ωB97M-V functional and the def2-TZVPD basis.

```
25
Properties=species:S:1:pos:R:3
N 1.834 -1.154 0.604
C 1.449 -1.291 -0.808
C 0.627 -0.025 -1.097
N -0.555 -0.034 -0.082
C -1.187 1.319 0.067
C -2.240 1.233 1.133
H 2.751 -0.791 0.790
H 1.943 -2.095 0.967
H -0.051 -0.366 0.751
H 2.265 -1.112 -1.519
H 0.879 -2.205 -0.913
H 0.158 0.205 -2.052
H 1.026 0.934 -0.750
H -1.166 -0.817 -0.329
H -1.477 1.792 -0.868
H -0.324 1.921 0.373
H -2.094 0.534 1.950
H -2.438 2.195 1.623
H -3.239 0.986 0.768
H 3.028 2.523 0.806
H 3.429 2.100 -0.620
O 2.717 2.098 0.010
H -3.113 -2.533 -0.626
H -1.948 -3.162 0.027
O -2.275 -2.255 -0.206
```

Calculated values
Gap between HOMO and LUMO   11.2 eV
Multiplicity   1
Net charge   +1

#b
Here is 3 unconnected molecules or ions with the total composition C4H17N2O2 from the OMol25 dataset. Energies are from the ωB97M-V functional and the def2-TZVPD basis.

```
25
Properties=species:S:1:pos:R:3
C -1.178 0.159 -0.484
N -1.838 -0.895 0.275
C 0.290 -0.187 -0.700
N 0.913 -0.786 0.518
C 1.154 0.154 1.651
C 2.007 -0.479 2.733
H -1.609 0.271 -1.469
H -1.177 1.070 0.083
H -2.472 -1.472 -0.258
H -2.326 -0.526 1.079
H 0.302 -1.038 -1.393
H 0.866 0.621 -1.126
H 0.332 -1.597 0.762
H 1.791 -1.245 0.255
H 0.192 0.327 2.089
H 1.566 1.065 1.275
H 2.833 -1.131 2.442
H 2.422 0.316 3.338
H 1.462 -1.101 3.449
H -1.655 -2.162 -5.197
H -1.289 -0.716 -5.287
O -1.254 -1.459 -4.672
H -1.183 3.436 -0.011
H 0.144 4.115 0.341
O -0.292 3.259 0.306
```

Calculated values
Gap between HOMO and LUMO   11.0 eV
Multiplicity   1
Net charge   +1

Most stable to least stable: #b, #a